3 unconnected molecules or ions with the total composition C3H13NO3 in a non-equilibrium geometry. Source: OMol25; level of theory: ωB97M-V with the def2-TZVPD basis set.

```
! wB97M-V def2-TZVPD RIJCOSX def2/J DEFGRID3
* xyz 0 1
C -1.44 -0.92 -2.75
N -1.44 -0.38 -1.39
C -0.76 0.85 -1.06
C -0.64 0.96 0.50
O 0.42 0.11 0.96
H -0.46 -0.55 -3.09
H -2.26 -0.59 -3.44
H -1.53 -2.00 -2.67
H -2.38 -0.47 -1.02
H 0.27 0.64 -1.37
H -1.30 1.74 -1.38
H -0.55 1.96 0.94
H -1.55 0.54 0.95
H 0.13 -0.75 0.61
O 1.72 1.59 3.16
H 1.81 2.34 2.56
H 1.26 0.96 2.58
O 2.61 -2.29 1.97
H 3.51 -2.33 2.32
H 2.60 -1.40 1.60
*
```

Structure (SMILES): CNCCO.O.O
E_tot, Ha: -402.5309

Charges per atom according to Löwdin partitioning, unit e: C -0.12; N -0.17; C -0.21; C -0.22; O -0.11; H 0.08; H 0.08; H 0.07; H 0.11; H 0.12; H 0.11; H 0.11; H 0.11; H 0.10; O -0.07; H 0.03; H -0.01; O -0.06; H 0.04; H 0.01

4 unconnected molecules or ions with the total composition C3H13NO3 in a non-equilibrium geometry. Source: OMol25; level of theory: ωB97M-V with the def2-TZVPD basis set.

```
! wB97M-V def2-TZVPD RIJCOSX def2/J DEFGRID3
* xyz 0 1
C 2.43 0.87 -0.62
C 1.11 0.61 -0.04
C 0.88 -0.52 0.77
N -0.35 -1.10 0.85
H 2.45 1.97 -0.82
H 2.76 0.48 -1.57
H 3.29 0.79 0.18
H 0.20 1.18 -0.34
H 1.70 -1.28 0.76
H -0.38 -2.16 0.87
H -1.16 -0.70 0.35
O 0.60 -1.01 -2.41
H 0.45 -1.50 -1.59
H -0.28 -1.06 -2.81
O -2.26 0.32 2.30
H -1.42 0.00 1.97
H -1.99 0.51 3.19
O -2.41 1.06 -0.59
H -2.90 0.23 -0.79
H -2.72 1.29 0.34
*
```

Structure (SMILES): C/C=C/N.O.O.O
E_tot, Ha: -402.5052

Charges per atom according to Löwdin partitioning, unit e: C -0.16; C -0.19; C -0.24; N -0.03; H 0.07; H 0.05; H 0.11; H 0.09; H 0.13; H 0.13; H 0.07; O -0.05; H 0.02; H 0.05; O -0.06; H -0.03; H 0.04; O -0.10; H 0.05; H 0.05

3 unconnected molecules or ions with the total composition C3H13NO3 in a non-equilibrium geometry. Source: OMol25; level of theory: ωB97M-V with the def2-TZVPD basis set.

```
! wB97M-V def2-TZVPD RIJCOSX def2/J DEFGRID3
* xyz 0 1
N 0.54 -0.57 2.89
C 0.01 0.23 1.78
C -0.09 -0.65 0.51
C -0.07 0.16 -0.75
O -0.26 -0.74 -1.88
H 0.75 0.05 3.67
H 1.38 -1.03 2.58
H 0.61 1.12 1.55
H -1.01 0.55 2.02
H 0.70 -1.41 0.55
H -1.04 -1.17 0.55
H -0.93 0.83 -0.76
H 0.78 0.76 -1.05
H 0.66 -0.91 -2.11
O 0.63 -2.20 -6.21
H 0.56 -1.51 -5.54
H 0.29 -2.96 -5.73
O -1.53 3.02 2.62
H -1.20 3.86 2.31
H -0.78 2.56 3.01
*
```

Structure (SMILES): NCCCO.O.O
E_tot, Ha: -402.5385

Charges per atom according to Löwdin partitioning, unit e: N -0.01; C -0.30; C -0.19; C -0.25; O -0.10; H 0.06; H 0.06; H 0.10; H 0.10; H 0.11; H 0.12; H 0.12; H 0.11; H 0.07; O -0.06; H 0.03; H 0.03; O -0.06; H 0.04; H 0.01

4 unconnected molecules or ions with the total composition C3H13NO3 in a non-equilibrium geometry. Source: OMol25; level of theory: ωB97M-V with the def2-TZVPD basis set.

```
! wB97M-V def2-TZVPD RIJCOSX def2/J DEFGRID3
* xyz 0 1
C 2.06 0.96 1.09
C 1.54 0.06 0.00
C 1.64 0.38 -1.28
N 1.09 -0.39 -2.34
H 1.74 2.00 1.12
H 1.98 0.59 2.12
H 3.16 0.97 0.99
H 1.33 -0.98 0.25
H 1.87 1.41 -1.56
H 1.75 -0.46 -3.10
H 0.89 -1.34 -2.05
O -1.85 -2.83 1.17
H -2.57 -3.31 1.61
H -2.14 -1.92 1.26
O -1.52 1.13 -0.96
H -1.62 2.07 -1.19
H -0.89 0.90 -1.64
O -2.81 -0.05 1.78
H -2.08 0.37 1.30
H -3.58 0.44 1.43
*
```

Structure (SMILES): C/C=C/N.O.O.O
E_tot, Ha: -402.5466

Charges per atom according to Löwdin partitioning, unit e: C -0.12; C -0.18; C -0.25; N 0.02; H 0.07; H 0.07; H 0.07; H 0.10; H 0.11; H 0.07; H 0.08; O -0.08; H 0.04; H -0.02; O -0.05; H 0.05; H 0.00; O -0.07; H 0.02; H 0.07

Q: Which of these has the lowest E_tot?
A: number 4

Copy entry 4 word for word.
4 unconnected molecules or ions with the total composition C3H13NO3 in a non-equilibrium geometry. Source: OMol25; level of theory: ωB97M-V with the def2-TZVPD basis set.

```
! wB97M-V def2-TZVPD RIJCOSX def2/J DEFGRID3
* xyz 0 1
C 2.06 0.96 1.09
C 1.54 0.06 0.00
C 1.64 0.38 -1.28
N 1.09 -0.39 -2.34
H 1.74 2.00 1.12
H 1.98 0.59 2.12
H 3.16 0.97 0.99
H 1.33 -0.98 0.25
H 1.87 1.41 -1.56
H 1.75 -0.46 -3.10
H 0.89 -1.34 -2.05
O -1.85 -2.83 1.17
H -2.57 -3.31 1.61
H -2.14 -1.92 1.26
O -1.52 1.13 -0.96
H -1.62 2.07 -1.19
H -0.89 0.90 -1.64
O -2.81 -0.05 1.78
H -2.08 0.37 1.30
H -3.58 0.44 1.43
*
```

Structure (SMILES): C/C=C/N.O.O.O
E_tot, Ha: -402.5466

Charges per atom according to Löwdin partitioning, unit e: C -0.12; C -0.18; C -0.25; N 0.02; H 0.07; H 0.07; H 0.07; H 0.10; H 0.11; H 0.07; H 0.08; O -0.08; H 0.04; H -0.02; O -0.05; H 0.05; H 0.00; O -0.07; H 0.02; H 0.07